1.
ORCA calculation (ωB97M-V with the def2-TZVPD basis set) on C24H34N4O6 in the gas phase.

Calculated values
net charge = 0
SMILES string = CCOC(=O)C1CCN(C(=O)Nc2ccc(NC(=O)C3CCN(C(=O)OCC)CC3)cc2)CC1
gap between HOMO and LUMO = 8.45 eV
multiplicity = 1

XYZ file:
```
68
Properties=species:S:1:pos:R:3:mulliken_charge:R:1
C -8.3003 1.3570 6.3945 -1.097
C -8.8809 0.1756 5.6314 -0.257
H -9.3456 0.5161 4.7006 0.327
H -9.6096 -0.3668 6.2369 0.310
O -7.8703 -0.7864 5.3164 -0.327
C -7.1338 -0.5648 4.2257 0.124
O -7.2961 0.3564 3.4702 -0.600
C -6.0521 -1.6200 4.0901 0.561
C -5.6452 -1.8030 2.6273 -0.558
H -5.3764 -0.8293 2.2133 0.237
H -6.4830 -2.1978 2.0508 0.492
C -4.4551 -2.7617 2.5492 -1.255
N -3.3463 -2.2633 3.3282 0.130
C -2.2159 -1.6260 2.8825 0.732
O -1.3561 -1.2600 3.6598 -0.714
N -2.1275 -1.4691 1.5190 0.075
C -1.0343 -1.0245 0.7748 0.693
C -1.2126 -0.8388 -0.5954 -1.009
C -0.1729 -0.4266 -1.4033 -0.471
C 1.0812 -0.1900 -0.8502 0.786
C 1.2603 -0.3710 0.5191 -0.949
C 0.2208 -0.7833 1.3269 -0.628
H 0.3701 -0.9147 2.3847 0.512
H 2.2302 -0.1878 0.9604 0.305
N 2.1860 0.2222 -1.6088 -0.070
C 2.2696 0.4578 -2.9443 -0.080
O 1.3531 0.3421 -3.7280 -0.694
C 3.6596 0.9387 -3.3653 0.585
C 3.9120 0.6314 -4.8476 -0.729
H 2.9602 0.6722 -5.3799 0.318
C 4.8968 1.6458 -5.4477 -0.965
N 5.8093 2.1116 -4.4273 0.137
C 6.9973 1.5187 -4.1660 0.780
O 7.6761 1.7624 -3.1939 -0.662
O 7.3514 0.6403 -5.1336 -0.380
C 8.6495 0.0670 -5.0047 -0.304
C 9.7315 0.9979 -5.5330 -1.126
H 10.6974 0.5039 -5.4765 0.389
H 9.5272 1.2655 -6.5671 0.295
H 9.7618 1.9031 -4.9317 0.310
H 8.6059 -0.8572 -5.5854 0.330
H 8.8347 -0.1633 -3.9503 0.325
C 5.1898 2.9218 -3.3968 -0.911
H 5.8065 2.8253 -2.5000 0.434
C 3.7524 2.4529 -3.1339 -0.687
H 3.0536 2.9500 -3.8083 0.312
H 3.4675 2.7099 -2.1124 0.375
H 5.1952 3.9731 -3.7070 0.247
H 5.4665 1.2006 -6.2612 0.439
H 4.3648 2.5207 -5.8313 0.394
H 4.3102 -0.3793 -4.9429 0.292
H 4.4188 0.4461 -2.7479 0.368
H 3.0287 0.3545 -1.0659 0.211
H -0.3258 -0.2894 -2.4600 0.518
H -2.1820 -1.0219 -1.0382 0.297
H -2.9587 -1.6191 0.9693 0.071
C -3.6775 -2.1471 4.7330 -1.169
C -4.8382 -1.1677 4.9178 -0.765
H -4.5239 -0.1769 4.5826 0.335
H -5.1082 -1.1078 5.9726 0.403
H -3.9507 -3.1355 5.1176 0.396
H -2.7886 -1.7918 5.2553 0.455
H -4.7472 -3.7274 2.9822 0.352
H -4.1667 -2.9519 1.5150 0.514
H -6.4333 -2.5591 4.5022 0.259
H -7.5861 1.8875 5.7696 0.311
H -9.0986 2.0388 6.6725 0.380
H -7.7964 1.0133 7.2947 0.291
```

***

2.
ORCA calculation (ωB97M-V with the def2-TZVPD basis set) on C24H35ClFINORhSi4Te as an isolated structure.

Calculated values
net charge = 0
gap between HOMO and LUMO (alpha / beta) = 6.94 / 5.18 eV
multiplicity = 5

XYZ file:
```
70
Properties=species:S:1:pos:R:3:lowdin_spin:R:1
Rh -0.7453 0.4695 -2.2169 2.242
Cl 3.2559 -4.7973 -4.5661 0.003
C 1.9747 -3.8325 -3.8921 0.013
C 0.7940 -4.4250 -3.5456 -0.002
C -0.2570 -3.6750 -2.9986 0.019
I -2.0379 -4.6212 -2.4816 0.003
C -0.1598 -2.3060 -2.7834 0.006
O -1.1079 -1.5939 -2.2565 0.139
C 1.0926 -1.6984 -3.1598 0.006
N 1.2039 -0.3617 -2.9298 0.081
C 2.3211 0.2612 -3.2243 0.024
C 3.4259 -0.4002 -3.7796 0.001
C 3.3455 -1.7434 -4.0187 0.011
C 2.1610 -2.4441 -3.7059 0.001
H 0.6691 -5.4886 -3.6959 0.000
H 2.3525 1.3237 -3.0116 0.003
H 4.3230 0.1576 -4.0082 0.000
H 4.1812 -2.2828 -4.4428 0.001
C -2.4710 -0.4289 4.3230 0.010
Si -2.2077 0.7517 2.8873 0.037
C -2.4464 2.5211 3.4600 0.004
C -3.4177 0.3683 1.5087 0.010
Si -0.0098 0.4308 2.1026 0.109
Te -0.0692 1.7774 -0.0450 0.838
Si 1.6132 1.5624 3.3691 0.017
C 3.3047 1.1490 2.6675 0.003
C 1.5092 0.9868 5.1537 0.005
C 1.3425 3.4161 3.2868 0.003
Si 0.4977 -1.8199 1.6481 0.008
C 1.0593 -2.6086 3.2587 0.002
C -1.0183 -2.6990 1.0044 0.000
C 1.8917 -1.8765 0.4000 0.003
H -3.4772 -0.3083 4.7325 0.002
H -1.7567 -0.2469 5.1285 0.000
H -2.3627 -1.4678 4.0041 0.000
H -3.4931 2.6875 3.7272 0.000
H -2.1806 3.2347 2.6774 0.003
H -1.8383 2.7413 4.3392 0.000
H -4.4426 0.5318 1.8519 0.000
H -3.3320 -0.6669 1.1750 0.000
H -3.2481 1.0119 0.6422 0.010
H 3.5373 0.0891 2.7900 0.000
H 4.0807 1.7248 3.1782 0.000
H 3.3581 1.3838 1.6018 0.003
H 1.6376 -0.0941 5.2353 0.000
H 0.5451 1.2453 5.5970 0.000
H 2.2893 1.4644 5.7521 0.001
H 1.3336 3.7714 2.2547 0.003
H 2.1482 3.9328 3.8149 0.000
H 0.3982 3.7062 3.7496 0.000
H 0.2884 -2.5404 4.0295 0.000
H 1.9653 -2.1352 3.6433 0.000
H 1.2795 -3.6673 3.0994 0.000
H -1.7942 -2.7643 1.7711 0.000
H -0.7583 -3.7176 0.7037 0.000
H -1.4286 -2.2021 0.1235 0.000
H 2.8165 -1.4593 0.8039 0.000
H 1.6249 -1.3068 -0.4896 0.003
H 2.0856 -2.9085 0.0938 0.000
F -3.3900 4.5125 -6.1049 0.008
C -2.8079 3.6304 -5.2628 0.023
C -3.5824 3.0246 -4.2934 0.005
C -2.9735 2.1162 -3.4378 0.068
C -1.6111 1.8121 -3.5371 0.191
C -0.8766 2.4486 -4.5397 0.058
C -1.4626 3.3631 -5.4069 0.001
H -4.6361 3.2605 -4.2230 0.000
H -3.5865 1.6353 -2.6824 0.011
H 0.1785 2.2274 -4.6625 0.006
H -0.8983 3.8569 -6.1869 0.000
```

***

3.
ORCA calculation (ωB97M-V with the def2-TZVPD basis set) on C24H35F3FeN2O3P2S as an isolated structure at a distorted geometry.

Calculated values
net charge = +1
gap between HOMO and LUMO (alpha / beta) = 8.83 / 6.89 eV
multiplicity = 6

XYZ file:
```
71
Properties=species:S:1:pos:R:3:lowdin_spin:R:1
Fe 0.9719 0.4120 0.0709 4.045
C 4.3018 0.0420 -1.2107 0.024
P 3.4283 0.0135 0.3840 0.165
C 4.1897 -1.3904 1.2274 0.029
C 4.1225 1.4725 1.2449 0.016
C 3.7774 2.7410 0.4575 0.010
P 2.0011 2.7594 -0.0311 0.109
C 2.0001 3.9547 -1.3985 0.021
C 1.2603 3.7131 1.3327 0.015
H 5.3600 0.2513 -1.0491 0.006
H 3.8802 0.7842 -1.8899 0.001
H 4.1876 -0.9391 -1.6718 0.000
H 5.2679 -1.2358 1.2695 0.007
H 3.9646 -2.2962 0.6630 0.000
H 3.7916 -1.5026 2.2358 0.000
H 5.2012 1.3598 1.3653 0.004
H 3.6764 1.5027 2.2432 0.000
H 4.3735 2.7892 -0.4560 0.000
H 3.9846 3.6388 1.0422 0.003
H 2.7146 4.7504 -1.1859 0.004
H 1.0016 4.3682 -1.5184 0.000
H 2.2706 3.4575 -2.3297 0.001
H 1.5936 4.7498 1.2822 0.003
H 1.5649 3.2764 2.2833 0.000
H 0.1710 3.6764 1.2771 0.000
O -0.9033 -0.8851 0.0720 0.050
C -0.6727 -2.3121 -0.1721 0.002
C 0.8397 -2.4822 -0.3940 0.012
O 1.3318 -3.5821 -0.3885 0.026
O 1.4724 -1.3437 -0.6122 0.139
C -1.1763 -3.0896 1.0294 0.001
C -2.5604 -3.1842 1.1945 0.001
C -3.1008 -3.7984 2.3156 0.000
C -2.2593 -4.3072 3.2963 0.000
C -0.8840 -4.2147 3.1397 0.000
C -0.3419 -3.6075 2.0138 0.001
C -1.2700 -2.7561 -1.5015 0.001
C -1.5358 -4.1006 -1.7319 0.000
C -2.0502 -4.5091 -2.9540 0.000
C -2.2744 -3.5839 -3.9651 0.000
C -1.9971 -2.2455 -3.7423 0.000
C -1.4884 -1.8328 -2.5154 0.000
H -1.3542 -0.8398 0.9259 0.001
H -3.2160 -2.7784 0.4308 0.000
H -4.1756 -3.8830 2.4180 0.000
H -2.6756 -4.7807 4.1767 0.000
H -0.2262 -4.6192 3.8981 0.000
H 0.7307 -3.5471 1.9003 0.000
H -1.3351 -4.8276 -0.9544 0.000
H -2.2745 -5.5560 -3.1160 0.000
H -2.6533 -3.9097 -4.9259 0.000
H -2.1725 -1.5170 -4.5247 0.000
H -1.2652 -0.7878 -2.3403 0.000
C -3.4445 2.8513 0.9551 0.000
N -2.2228 2.4501 0.2513 0.001
C -1.9056 2.5728 -1.0407 0.014
S -0.5468 1.7284 -1.6815 0.081
N -2.5818 3.3363 -1.8993 0.005
C -3.6907 4.2694 -1.6884 0.001
H -3.3231 2.5684 1.9970 0.000
H -4.3204 2.3378 0.5610 0.000
H -3.6016 3.9241 0.9113 0.000
H -1.6368 1.7970 0.7463 0.001
H -2.1941 3.3107 -2.8281 0.002
H -4.5438 3.7901 -1.2215 0.000
H -3.9994 4.6279 -2.6654 0.000
H -3.3828 5.1274 -1.0921 0.000
F -0.7603 0.7610 2.1852 0.030
C 0.6669 0.6259 2.2036 0.112
F 1.0908 1.1911 3.3127 0.027
F 0.8281 -0.7374 2.3829 0.027
```